Here is 2 unconnected molecules or ions with the total composition CH4ClN2 at a distorted geometry from the OMol25 dataset. Energies are from ωB97M-V/def2-TZVPD.

HOMO energy (alpha / beta) ... -16.0 / -15.8 eV
Energy relative to the best compared isomer or geometry (same formula, charge and spin) ... 387.15 kJ/mol
LUMO (alpha / beta) ... -7.50 / -7.86 eV
Net charge ... +1
Molar mass ... 79.51 g mol⁻¹
Total energy ... -16594.163 eV

CARTESIAN COORDINATES (ANGSTROEM)
C  -0.05  0.00  -0.06
N  0.30  1.22  0.02
N  0.43  -1.14  0.02
Cl  -2.64  -0.12  0.09
H  1.26  1.69  0.14
H  -0.40  1.82  -0.18
H  1.41  -1.57  -0.03
H  -0.32  -1.90  0.00

Here are the natural (NBO) charges for atoms 1 to 6, given in e:
1. C 0.7615
2. N -0.7610
3. N -0.7845
4. Cl -0.1045
5. H 0.4738
6. H 0.4438

=====

Here is a gas-phase ion, C4H11N2S (charge -1) at a distorted geometry from the OMol25 dataset. Energies are from ωB97M-V/def2-TZVPD.

HOMO energy ... -2.5 eV
Energy relative to the best compared isomer or geometry (same formula, charge and spin) ... 72.33 kJ/mol
LUMO ... 3.77 eV
Net charge ... -1
Molar mass ... 119.21 g mol⁻¹
Total energy ... -18142.349 eV
SMILES ... CN[C@H](CN)C[S-]

CARTESIAN COORDINATES (ANGSTROEM)
C  -0.92  0.97  1.73
N  -0.47  1.42  0.42
C  0.26  0.38  -0.40
C  -0.79  -0.41  -1.15
N  -0.25  -1.46  -2.03
C  1.23  -0.48  0.42
S  2.66  -1.13  -0.52
H  -1.82  1.49  2.03
H  -1.11  -0.10  1.73
H  -0.22  1.19  2.54
H  0.22  2.15  0.54
H  0.89  0.94  -1.09
H  -1.36  0.25  -1.80
H  -1.44  -0.92  -0.44
H  0.27  -2.14  -1.47
H  0.49  -1.03  -2.58
H  0.70  -1.29  0.91
H  1.65  0.17  1.18

Here are the natural (NBO) charges for atoms 1 to 6, given in e:
1. C -0.4177
2. N -0.6433
3. C -0.0867
4. C -0.2169
5. N -0.8538
6. C -0.5541

=====

Here is 10 unconnected molecules or ions with the total composition C5H31N2O10 at a distorted geometry from the OMol25 dataset. Energies are from ωB97M-V/def2-TZVPD.

HOMO energy ... -6.1 eV
Energy relative to the best compared isomer or geometry (same formula, charge and spin) ... 152.36 kJ/mol
LUMO ... 2.81 eV
Net charge ... -1
Molar mass ... 279.31 g mol⁻¹
Total energy ... -29144.221 eV

CARTESIAN COORDINATES (ANGSTROEM)
C  -0.30  1.41  -0.61
N  1.00  0.97  -1.08
C  1.40  -0.37  -0.56
N  2.02  -0.33  0.74
C  -1.43  1.41  -1.64
C  -2.17  0.03  -1.77
C  -3.06  -0.43  -0.57
O  -2.46  -1.40  0.30
H  -1.72  -1.05  1.03
H  -0.67  0.79  0.25
H  1.05  0.90  -2.08
H  1.95  -0.93  -1.30
H  0.47  -1.00  -0.54
H  2.63  0.51  0.77
H  1.32  -0.11  1.44
H  -2.15  2.09  -1.12
H  -1.15  1.85  -2.62
H  -1.35  -0.71  -1.77
H  -2.91  -0.17  -2.53
H  -3.44  0.43  0.00
H  -3.98  -0.96  -0.88
H  1.47  0.08  3.54
H  2.43  1.24  2.96
O  2.00  0.87  3.72
H  -1.70  1.89  1.86
H  -0.86  2.49  2.84
O  -1.39  2.80  2.08
H  -2.20  -3.35  -1.91
H  -1.93  -2.41  -0.60
O  -1.61  -3.25  -1.16
H  -0.08  -3.85  -1.64
H  1.56  -3.79  -1.47
O  0.83  -4.09  -2.01
H  4.37  1.33  -1.30
H  4.13  2.53  -0.33
O  4.63  1.73  -0.46
H  0.12  1.02  3.72
H  -1.25  0.29  3.41
O  -0.80  0.96  4.08
H  -0.19  2.39  -0.12
H  -0.79  -1.45  2.65
O  -1.04  -0.64  2.16
H  1.05  -2.56  -2.94
H  0.25  -2.25  -4.30
O  1.02  -2.05  -3.78
H  2.03  2.02  0.56
H  1.05  2.80  1.51
O  1.86  2.28  1.49

Here are the natural (NBO) charges for atoms 1 to 6, given in e:
1. C -0.2464
2. N -0.6987
3. C -0.0627
4. N -0.8411
5. C -0.4152
6. C -0.4633

=====

Here is a molecular structure, C54H42CoO2P3Si at a distorted geometry from the OMol25 dataset. Energies are from ωB97M-V/def2-TZVPD.

HOMO energy (alpha / beta) ... -10.4 / -10.4 eV
LUMO (alpha / beta) ... -3.04 / -3.79 eV
Net charge ... +1
Molar mass ... 902.87 g mol⁻¹
Spin multiplicity ... 2
Total energy ... -134138.395 eV

CARTESIAN COORDINATES (ANGSTROEM)
Co  -0.56  0.25  0.30
C  -0.10  5.12  1.47
C  -1.18  4.27  1.65
C  -1.44  3.26  0.74
C  -0.59  3.09  -0.36
C  0.49  3.94  -0.55
C  0.72  4.96  0.36
P  -1.00  1.67  -1.44
C  -2.28  2.44  -2.50
C  -3.00  1.63  -3.36
C  -3.92  2.18  -4.23
C  -4.12  3.55  -4.26
C  -3.39  4.37  -3.41
C  -2.47  3.82  -2.52
C  0.28  1.32  -2.69
C  0.56  2.19  -3.74
C  1.39  1.78  -4.77
C  1.91  0.50  -4.78
C  1.65  -0.37  -3.73
C  0.85  0.04  -2.67
Si  0.63  -1.05  -1.12
C  -0.41  -2.62  -1.34
C  0.05  -3.71  -2.08
C  -0.60  -4.93  -2.03
C  -1.74  -5.08  -1.24
C  -2.25  -3.99  -0.55
C  -1.60  -2.76  -0.61
P  -2.32  -1.27  0.14
C  -3.66  -0.85  -1.00
C  -3.84  -1.48  -2.22
C  -4.86  -1.09  -3.07
C  -5.73  -0.07  -2.70
C  -5.54  0.59  -1.49
C  -4.50  0.21  -0.65
C  -3.07  -1.75  1.72
C  -4.44  -1.70  1.97
C  -4.91  -1.91  3.26
C  -4.02  -2.18  4.29
C  -2.66  -2.26  4.04
C  -2.18  -2.04  2.76
C  2.28  -1.51  -0.30
C  2.74  -2.83  -0.25
C  3.89  -3.15  0.45
C  4.57  -2.18  1.15
C  4.12  -0.86  1.14
C  3.00  -0.52  0.40
P  2.42  1.21  0.23
C  3.70  1.83  -0.94
C  4.38  1.00  -1.82
C  5.28  1.52  -2.74
C  5.50  2.88  -2.81
C  4.84  3.73  -1.92
C  3.96  3.21  -1.00
C  2.95  2.04  1.77
C  4.26  2.46  1.99
C  4.59  3.12  3.16
C  3.63  3.36  4.13
C  2.33  2.92  3.94
C  1.99  2.27  2.76
H  0.11  5.90  2.18
H  -1.83  4.39  2.52
H  -2.29  2.61  0.87
H  1.12  3.81  -1.42
H  1.55  5.64  0.20
H  -2.84  0.55  -3.35
H  -4.48  1.54  -4.90
H  -4.84  3.99  -4.94
H  -3.54  5.44  -3.43
H  -1.92  4.47  -1.86
H  0.12  3.18  -3.76
H  1.62  2.47  -5.57
H  2.55  0.18  -5.60
H  2.09  -1.36  -3.73
H  0.93  -3.60  -2.70
H  -0.22  -5.77  -2.60
H  -2.23  -6.04  -1.18
H  -3.15  -4.10  0.04
H  -3.18  -2.29  -2.52
H  -4.98  -1.58  -4.03
H  -6.54  0.22  -3.35
H  -6.21  1.39  -1.20
H  -4.35  0.74  0.29
H  -5.14  -1.48  1.18
H  -5.97  -1.86  3.46
H  -4.40  -2.32  5.30
H  -1.96  -2.46  4.84
H  -1.12  -2.07  2.57
H  2.18  -3.61  -0.75
H  4.24  -4.18  0.46
H  5.45  -2.44  1.72
H  4.64  -0.11  1.72
H  4.24  -0.07  -1.77
H  5.81  0.85  -3.40
H  6.19  3.29  -3.53
H  5.03  4.80  -1.94
H  3.48  3.87  -0.28
H  5.02  2.28  1.24
H  5.61  3.46  3.31
H  3.89  3.90  5.03
H  1.58  3.09  4.70
H  0.97  1.94  2.61
O  0.39  -0.14  1.70
O  -0.55  0.68  2.13

Here are the Löwdin charges for atoms 1 to 6, given in e:
1. Co 0.0548
2. C -0.0663
3. C -0.0609
4. C -0.1144
5. C -0.3982
6. C -0.1060

=====

Here is a molecular structure, CuH10O5 from the OMol25 dataset. Energies are from ωB97M-V/def2-TZVPD.

HOMO energy ... -14.5 eV
Energy relative to the best compared isomer or geometry (same formula, charge and spin) ... 285.87 kJ/mol
LUMO ... -5.92 eV
Net charge ... +1
Molar mass ... 153.62 g mol⁻¹
Total energy ... -55031.144 eV

CARTESIAN COORDINATES (ANGSTROEM)
Cu  0.36  0.36  0.20
O  2.87  -2.19  0.73
H  3.30  -2.28  1.58
H  3.56  -1.92  0.13
O  -0.14  1.77  3.50
H  -0.67  2.42  3.96
H  -0.17  0.99  4.06
O  -2.16  2.63  -2.12
H  -1.51  3.21  -2.51
H  -2.78  2.45  -2.84
O  -2.25  -1.81  1.01
H  -3.13  -1.89  1.38
H  -1.80  -2.61  1.30
O  1.45  -0.27  -3.09
H  0.81  -0.28  -3.79
H  2.26  -0.59  -3.50

Here are the natural (NBO) charges for atoms 1 to 6, given in e:
1. Cu 0.9878
2. O -0.9560
3. H 0.4823
4. H 0.4777
5. O -0.9611
6. H 0.4875